## i
Density functional theory data (ωB97M-V/def2-TZVPD) for 2 unconnected molecules or ions with the total composition C3H5NO.

Element x y z (Å)
O -1.118 0.410 0.934
N 2.115 -1.224 -0.066
C -0.146 -0.331 0.389
C -1.605 -0.630 0.032
C 1.033 -0.862 0.284
H 0.478 2.800 0.132
H -2.005 -1.550 0.472
H -2.033 -0.386 -0.871
H 2.510 -0.651 -0.833
H 0.771 2.423 -0.472

Values from the calculation:
**Spin multiplicity**: 1

***

## ii
Density functional theory data (ωB97M-V/def2-TZVPD) for a single C3H5NO molecule.

Element x y z (Å)
O 0.746 -0.985 -0.795
N 2.037 1.754 0.190
C 0.233 -0.134 0.215
C -1.281 -0.058 0.000
C 1.089 1.087 0.184
H 0.409 -0.535 1.228
H -1.714 -0.955 0.450
H -1.754 0.819 0.447
H 1.697 -0.831 -0.853
H -1.505 -0.103 -1.067

Values from the calculation:
**Spin multiplicity**: 1

***

Which of them is most stable, and which least? Most stable: ii; least stable: i.

***

## i
Density functional theory data (ωB97M-V/def2-TZVPD) for a single C3H5NO molecule.

Element x y z (Å)
O -2.775 0.193 0.019
N -1.547 0.261 -0.040
C -0.683 -0.693 -0.094
C 0.749 -0.547 0.055
C 1.449 0.593 -0.055
H -0.926 1.134 0.031
H 2.468 0.789 0.084
H 1.258 -1.505 0.321
H -0.945 -1.747 -0.033
H 0.950 1.521 -0.288

Values from the calculation:
**Spin multiplicity**: 1

***

## ii
Density functional theory data (ωB97M-V/def2-TZVPD) for a single C3H5NO molecule.

Element x y z (Å)
O -0.114 -2.375 0.807
N -0.697 1.154 0.043
C -0.493 -0.254 -0.230
C 0.416 0.780 -0.798
C 0.076 -1.183 0.787
H -0.425 1.377 0.999
H 0.727 -0.720 1.553
H 0.270 1.102 -1.844
H -1.211 -0.742 -0.880
H 1.450 0.861 -0.436

Values from the calculation:
**Spin multiplicity**: 1

***

## iii
Density functional theory data (ωB97M-V/def2-TZVPD) for a single C3H5NO molecule.

Element x y z (Å)
O -2.109 0.475 0.491
N 0.144 1.050 0.393
C -0.423 -1.260 0.183
C 1.032 1.379 -0.394
C -0.950 0.154 0.306
H 1.904 1.912 0.084
H -1.128 -2.062 0.473
H 1.102 1.189 -1.514
H -0.168 -1.552 -0.870
H 0.596 -1.284 0.847

Values from the calculation:
**Spin multiplicity**: 1

***

## iv
Density functional theory data (ωB97M-V/def2-TZVPD) for 2 unconnected molecules or ions with the total composition C3H5NO.

Element x y z (Å)
O 2.932 -0.170 0.288
N 1.625 -0.364 -0.162
C -2.833 -0.234 -0.419
C 0.990 0.734 -0.178
C -3.670 -0.037 0.416
H 1.484 1.647 0.164
H -0.044 0.748 -0.472
H -4.450 0.153 1.131
H -2.023 -0.358 -1.113
H 3.279 -1.062 0.211

Values from the calculation:
**Spin multiplicity**: 1

***

Which of them is most stable, and which least? Most stable: iii; least stable: iv.

***

## i
Density functional theory data (ωB97M-V/def2-TZVPD) for a single C3H5NO molecule.

Element x y z (Å)
O 1.968 1.316 0.202
N -0.217 1.083 -0.486
C 0.969 0.590 -0.079
C 1.026 -0.982 -0.220
C -1.174 1.630 0.044
H 0.446 -1.514 0.594
H -1.196 1.782 1.060
H 2.050 -1.195 -0.123
H 0.750 -1.307 -1.254
H -2.048 1.710 -0.546

Values from the calculation:
**Spin multiplicity**: 1

***

## ii
Density functional theory data (ωB97M-V/def2-TZVPD) for a single C3H5NO molecule.

Element x y z (Å)
O -0.516 1.431 -0.315
N 2.566 0.089 -0.235
C 0.012 0.300 0.356
C -0.695 -0.913 -0.225
C 1.444 0.197 0.053
H -0.133 0.280 1.472
H -1.753 -0.848 0.014
H -0.510 -0.883 -1.325
H -0.102 2.223 0.006
H -0.313 -1.875 0.199

Values from the calculation:
**Spin multiplicity**: 1

***

Which of them is most stable, and which least? Most stable: ii; least stable: i.

***

## i
Density functional theory data (ωB97M-V/def2-TZVPD) for 2 unconnected molecules or ions with the total composition C3H5NO.

Element x y z (Å)
O -2.394 -1.232 0.854
N -2.382 -0.211 -1.255
C -2.350 -0.718 -0.190
C 0.798 1.086 0.023
C 1.664 0.234 0.810
H 2.572 -0.073 0.293
H 1.076 1.111 -1.075
H 2.092 0.694 1.780
H 0.989 -0.658 0.942
H -2.065 -0.232 -2.182

Values from the calculation:
**Spin multiplicity**: 1

***

## ii
Density functional theory data (ωB97M-V/def2-TZVPD) for 2 unconnected molecules or ions with the total composition C3H5NO.

Element x y z (Å)
O -1.159 0.838 -1.352
N 1.808 -1.214 0.714
C 0.895 -0.359 0.755
C -1.399 1.120 -0.208
C 1.005 -0.933 -0.560
H 1.508 -0.390 -1.360
H 0.309 -1.704 -0.889
H 0.427 0.327 1.453
H -1.986 0.457 0.462
H -1.037 2.060 0.249

Values from the calculation:
**Spin multiplicity**: 1

***

## iii
Density functional theory data (ωB97M-V/def2-TZVPD) for a single C3H5NO molecule.

Element x y z (Å)
O 0.754 1.430 -0.282
N 1.788 -1.762 1.022
C -0.451 -0.564 0.315
C 0.876 -1.114 0.668
C -0.275 0.534 -0.748
H -1.192 1.008 -1.032
H 0.357 1.796 0.514
H 0.087 0.159 -1.682
H -0.865 -0.122 1.286
H -1.080 -1.365 -0.060

Values from the calculation:
**Spin multiplicity**: 1

***

## iv
Density functional theory data (ωB97M-V/def2-TZVPD) for a single C3H5NO molecule.

Element x y z (Å)
O 2.053 -0.733 0.269
N -1.064 0.250 0.114
C 0.201 1.015 0.302
C -0.327 -0.853 -0.558
C 0.972 -0.288 0.019
H -1.400 -0.081 1.021
H 0.291 1.519 1.267
H -0.638 -1.861 -0.263
H -0.394 -0.717 -1.656
H 0.306 1.750 -0.514

Values from the calculation:
**Spin multiplicity**: 1

***

Which of them is most stable, and which least? Most stable: iii; least stable: i.

***

## i
Density functional theory data (ωB97M-V/def2-TZVPD) for a single C3H5NO molecule.

Element x y z (Å)
O -0.238 -1.511 -0.296
N -0.644 0.494 0.649
C -1.782 0.279 0.166
C 1.547 0.087 -0.064
C 0.195 -0.467 0.107
H 2.247 -0.655 -0.051
H -1.912 -0.608 -0.442
H 1.756 0.912 0.623
H -2.658 0.985 0.379
H 1.489 0.484 -1.071

Values from the calculation:
**Spin multiplicity**: 1

***

## ii
Density functional theory data (ωB97M-V/def2-TZVPD) for a single C3H5NO molecule.

Element x y z (Å)
O 0.995 -0.191 1.052
N -0.780 1.210 0.077
C -1.217 -0.150 -0.278
C 1.560 -0.862 0.116
C 0.175 0.259 -0.440
H -1.885 -0.216 -1.134
H 2.639 -1.084 0.382
H -1.411 -0.861 0.520
H -0.706 1.330 1.081
H 0.633 0.566 -1.376

Values from the calculation:
**Spin multiplicity**: 1

***

Which of them is most stable, and which least? Most stable: i; least stable: ii.

***

## i
Density functional theory data (ωB97M-V/def2-TZVPD) for a single C4H7O2 molecule.

Element x y z (Å)
O -1.494 -0.834 -1.484
O 1.822 1.721 0.491
C 1.802 0.597 -0.018
C -0.462 -0.193 0.767
C 0.984 -0.455 0.440
C -1.423 0.121 -0.392
H 2.604 0.381 -0.769
H -1.005 0.994 -0.921
H -2.405 0.442 -0.048
H 1.356 -1.452 0.626
H -0.382 0.747 1.345
H -0.587 -1.135 -1.538
H -0.810 -0.934 1.501

Values from the calculation:
**Spin multiplicity**: 2

***

## ii
Density functional theory data (ωB97M-V/def2-TZVPD) for a single C4H7O2 molecule.

Element x y z (Å)
O 1.762 1.058 2.221
O -0.845 -0.944 -2.490
C 1.314 0.306 1.405
C -0.106 0.384 0.871
C -0.577 0.000 -1.584
C -0.454 -0.660 -0.177
H -0.273 1.395 0.495
H 0.422 0.442 -1.737
H -0.761 0.308 1.741
H -1.307 0.818 -1.495
H 1.947 -0.512 0.997
H 0.294 -1.457 -0.264
H -1.417 -1.139 0.017

Values from the calculation:
**Spin multiplicity**: 2

***

Which of them is most stable, and which least? Most stable: i; least stable: ii.

***

## i
Density functional theory data (ωB97M-V/def2-TZVPD) for a gas-phase ion, CH4N3 (charge +1).

Element x y z (Å)
N -1.043 -0.067 0.898
N 1.560 0.553 -0.484
N -1.091 -0.491 -0.633
C -0.073 -0.002 0.049
H 1.727 1.052 0.333
H -1.626 0.649 1.235
H -1.465 -1.393 -0.684
H 2.012 -0.300 -0.714

Values from the calculation:
**Total charge**: +1
**Spin multiplicity**: 1

***

## ii
Density functional theory data (ωB97M-V/def2-TZVPD) for a gas-phase ion, CH4N3 (charge +1).

Element x y z (Å)
N -0.576 -0.421 0.053
N 1.545 -0.073 0.613
N -1.074 0.587 -0.420
C 0.693 -0.915 0.169
H -0.553 1.187 -1.197
H -2.045 0.840 0.116
H 1.268 0.898 0.529
H 0.743 -2.103 0.136

Values from the calculation:
**Total charge**: +1
**Spin multiplicity**: 1

***

## iii
Density functional theory data (ωB97M-V/def2-TZVPD) for 2 unconnected molecules or ions with the total composition CH4N3.

Element x y z (Å)
N 1.286 -0.653 0.311
N 1.117 0.793 -0.003
N -1.146 0.057 0.332
C 0.123 -0.044 0.282
H -1.689 0.854 0.541
H -1.766 -0.742 0.475
H 1.680 1.337 0.621
H 1.760 -1.360 -1.347

Values from the calculation:
**Total charge**: +1
**Spin multiplicity**: 1

***

## iv
Density functional theory data (ωB97M-V/def2-TZVPD) for 2 unconnected molecules or ions with the total composition CH4N3.

Element x y z (Å)
N -0.094 0.378 0.582
N 2.158 -0.151 -2.130
N 1.650 -0.093 -1.146
C -1.232 -0.251 0.332
H -2.018 -0.045 1.063
H -0.136 0.861 1.613
H -1.200 -1.011 -0.480
H 0.872 0.312 0.166

Values from the calculation:
**Total charge**: +1
**Spin multiplicity**: 1

***

Which of them is most stable, and which least? Most stable: iv; least stable: iii.

***

## i
Density functional theory data (ωB97M-V/def2-TZVPD) for a molecular structure, CH4N3.

Element x y z (Å)
N -1.030 -0.297 0.351
N -1.068 -1.846 0.426
N -0.079 0.350 -0.475
C -0.431 -1.208 1.279
H 0.746 0.729 0.063
H -0.592 1.077 -0.933
H 0.192 -0.397 -1.597
H 0.049 -1.167 2.221

Values from the calculation:
**Total charge**: +1
**Spin multiplicity**: 1

***

## ii
Density functional theory data (ωB97M-V/def2-TZVPD) for a gas-phase ion, CH4N3 (charge +1).

Element x y z (Å)
N 1.308 -0.721 0.075
N -1.182 -0.051 -0.063
N 1.171 0.819 0.078
C 0.147 -0.064 -0.018
H -1.635 -0.913 -0.038
H -1.698 0.911 0.038
H 1.514 1.055 -0.830
H 1.913 -1.522 -0.296

Values from the calculation:
**Total charge**: +1
**Spin multiplicity**: 1

***

Which of them is most stable, and which least? Most stable: ii; least stable: i.

***

## i
Density functional theory data (ωB97M-V/def2-TZVPD) for a single C2H7N3 molecule.

Element x y z (Å)
N -1.892 0.570 -0.333
N 1.717 0.079 -0.135
N -0.714 -1.328 0.008
C 0.523 0.850 0.129
C -0.746 0.032 -0.155
H -1.529 -1.808 0.356
H 0.516 1.235 1.152
H 1.906 -0.570 0.623
H 0.530 1.695 -0.568
H 0.129 -1.846 0.193
H -1.893 1.584 -0.271
H 1.453 -0.494 -0.999

Values from the calculation:
**Spin multiplicity**: 1

***

## ii
Density functional theory data (ωB97M-V/def2-TZVPD) for a single C2H7N3 molecule.

Element x y z (Å)
N -0.930 -1.047 0.639
N -0.807 1.554 1.395
N -0.339 -0.104 -0.195
C -0.167 1.181 0.343
C 0.734 -0.539 -1.026
H -1.376 -1.825 0.154
H 0.614 1.772 -0.247
H 1.659 -0.969 -0.554
H 0.396 -1.375 -1.568
H 0.981 0.300 -1.701
H -0.530 2.560 1.503
H -0.235 -1.507 1.257

Values from the calculation:
**Spin multiplicity**: 1

***

## iii
Density functional theory data (ωB97M-V/def2-TZVPD) for a single C2H7N3 molecule.

Element x y z (Å)
N 0.822 0.636 -2.195
N -0.083 -0.118 -0.143
N 0.085 -0.838 0.927
C 1.001 0.292 -0.869
C -1.055 -0.747 1.812
H -0.124 0.889 -2.445
H -1.168 -1.702 2.329
H 1.991 -0.033 -0.557
H -0.912 0.034 2.576
H -0.159 1.028 -0.064
H 1.600 1.081 -2.661
H -1.998 -0.522 1.291

Values from the calculation:
**Spin multiplicity**: 1

***

Which of them is most stable, and which least? Most stable: i; least stable: iii.

***

## i
Density functional theory data (ωB97M-V/def2-TZVPD) for a single C6H8S molecule.

Element x y z (Å)
S -2.657 -0.739 0.031
C 0.237 -0.354 -0.429
C -1.189 1.533 0.189
C 1.030 0.942 -0.271
C 0.169 1.934 0.110
C 0.973 -1.645 0.240
C -1.273 0.237 -0.179
H -1.818 -1.763 -0.325
H 0.565 2.878 0.459
H 0.380 -0.520 -1.451
H 0.293 -2.520 0.320
H 1.861 -1.861 -0.287
H -1.947 2.209 0.535
H 1.190 -1.392 1.233
H 2.185 1.061 -0.173

Values from the calculation:
**Spin multiplicity**: 1

***

## ii
Density functional theory data (ωB97M-V/def2-TZVPD) for a single C6H8S molecule.

Element x y z (Å)
S -0.515 -3.226 0.335
C -0.074 -1.683 0.731
C 1.324 0.163 0.195
C -1.140 0.668 0.359
C 2.344 0.167 -0.548
C -0.092 -0.353 -0.027
C -2.039 1.195 -0.462
H 1.122 0.763 1.109
H 0.150 -1.463 1.804
H -2.599 0.592 -1.348
H -2.573 2.158 -0.205
H 2.332 0.127 -1.782
H -1.106 1.430 1.157
H -0.476 -0.859 -1.110
H 3.342 0.322 -0.208

Values from the calculation:
**Spin multiplicity**: 1

***

Which of them is most stable, and which least? Most stable: i; least stable: ii.

***

## i
Density functional theory data (ωB97M-V/def2-TZVPD) for 2 unconnected molecules or ions with the total composition C4H6.

Element x y z (Å)
C -0.535 -1.123 -1.569
C -0.144 0.973 0.259
C -0.826 -1.370 -0.462
C 0.783 0.463 1.026
H 0.780 0.325 2.085
H 1.900 0.550 0.681
H -1.265 1.157 0.546
H -1.121 -1.430 0.615
H 0.111 -0.851 -2.466
H 0.318 1.306 -0.715

Values from the calculation:
**Spin multiplicity**: 1

***

## ii
Density functional theory data (ωB97M-V/def2-TZVPD) for a single C4H6 molecule.

Element x y z (Å)
C 1.212 0.059 0.255
C 0.011 -0.778 -0.297
C -1.133 0.071 0.252
C 0.032 0.750 -0.286
H -0.054 1.242 -1.230
H 2.173 0.032 -0.107
H -0.116 -1.386 -1.174
H 1.228 -0.142 1.349
H -2.083 0.099 -0.175
H -1.272 0.052 1.414

Values from the calculation:
**Spin multiplicity**: 1

***

## iii
Density functional theory data (ωB97M-V/def2-TZVPD) for a single C4H6 molecule.

Element x y z (Å)
C 0.409 0.858 0.003
C -0.004 1.059 -1.252
C -0.198 -1.584 0.586
C -0.197 -0.278 0.760
H -0.447 0.291 -1.876
H 1.218 1.426 0.440
H 0.463 -1.995 -0.171
H -0.820 0.233 1.499
H -0.730 -2.287 1.207
H 0.303 1.936 -1.807

Values from the calculation:
**Spin multiplicity**: 1

***

Which of them is most stable, and which least? Most stable: iii; least stable: i.

***

## i
Density functional theory data (ωB97M-V/def2-TZVPD) for a single C3H8N4O molecule.

Element x y z (Å)
O -3.422 -0.324 -0.217
N -1.089 -1.570 -0.122
N -2.333 0.269 0.371
N 2.426 0.889 0.588
N 1.424 -0.233 -1.152
C 1.255 0.340 0.086
C 0.038 0.416 0.769
C -1.118 -0.357 0.359
H -0.177 -1.997 -0.279
H -2.991 -1.058 -0.691
H 2.331 1.510 1.365
H 0.029 1.123 1.607
H 0.576 -0.687 -1.529
H 3.150 1.182 -0.065
H -2.367 1.292 0.231
H 2.267 -0.794 -1.321

Values from the calculation:
**Spin multiplicity**: 1

***

## ii
Density functional theory data (ωB97M-V/def2-TZVPD) for a single C3H8N4O molecule.

Element x y z (Å)
O 0.569 -0.627 -0.846
N 1.201 -0.727 1.490
N -0.420 -1.173 -1.752
N -0.386 0.909 0.775
N -0.910 -1.346 1.059
C 0.092 -0.439 0.666
C 0.222 2.537 -1.015
C -0.039 1.605 -0.146
H 0.040 3.574 -0.760
H -1.091 -0.418 -1.894
H 1.469 -1.688 1.298
H 1.969 -0.144 1.175
H -0.678 -1.652 1.999
H -1.780 -0.830 1.116
H 0.635 2.297 -1.985
H -0.895 -1.880 -1.182

Values from the calculation:
**Spin multiplicity**: 1

***

Which of them is most stable, and which least? Most stable: i; least stable: ii.